Computed, not measured: a structure of composition C22H24BiN5S3, with ωB97M-V with the def2-TZVPD basis set.

Results
HOMO-LUMO gap ... 7.9 eV
E_LUMO ... -0.028 eV
Energy above the lowest of the compared OMol25 structures with the same formula, charge and spin ... 0.000 eV

```
! wB97M-V def2-TZVPD RIJCOSX def2/J DEFGRID3
* xyz 0 1
Bi -0.8269 0.2864 -0.6238
C 0.4068 -2.7265 2.0544
C -1.1090 -2.9411 1.9275
N -1.6226 -2.5585 0.6217
C -1.4263 -3.4391 -0.5139
C -0.0037 -3.5551 -1.0716
S 0.9757 -2.0424 -1.4347
C 2.3411 -2.1476 -0.2307
C 2.1501 -1.3147 1.0435
N 0.7959 -1.4155 1.5497
H 0.9274 -3.4908 1.4796
H 0.6923 -2.8736 3.1042
H -1.5977 -2.2920 2.6580
H -1.3386 -3.9858 2.1851
H -2.6104 -2.3550 0.7004
H -2.0640 -3.0634 -1.3148
H -1.7455 -4.4717 -0.2961
H -0.0978 -4.0445 -2.0410
H 0.6271 -4.1851 -0.4480
H 3.2203 -1.7993 -0.7712
H 2.4934 -3.2015 0.0000
H 2.3409 -0.2612 0.8274
H 2.9095 -1.6475 1.7690
H 0.6175 -0.6991 2.2463
S -2.9892 1.4703 -1.5738
C -2.9209 0.2965 -2.8410
S -1.3772 -0.5157 -3.0009
C -3.9719 -0.0098 -3.6633
C -3.8353 -0.9975 -4.6781
N -3.7054 -1.8018 -5.4921
C -5.2387 0.6163 -3.5042
N -6.2623 1.1231 -3.3592
N -1.2445 3.1269 0.9262
C -0.2520 2.6600 1.7692
C -0.5319 2.4508 3.1217
C 0.4334 1.9522 3.9771
C 1.7072 1.6767 3.5028
C 1.9926 1.8835 2.1617
C 1.0271 2.3460 1.2712
C 1.3712 2.5390 -0.1693
C 2.3949 3.4293 -0.4950
C 2.7591 3.6398 -1.8156
C 2.1251 2.9417 -2.8307
C 1.1222 2.0336 -2.5180
C 0.7234 1.8310 -1.2014
H -2.0505 3.5409 1.3642
H -0.9545 3.5831 0.0746
H -1.5176 2.7007 3.4973
H 0.1933 1.8030 5.0218
H 2.4757 1.3196 4.1757
H 2.9877 1.6752 1.7857
H 2.8988 3.9693 0.2985
H 3.5380 4.3541 -2.0502
H 2.4180 3.0982 -3.8611
H 0.6285 1.4887 -3.3147
*
```

And the natural (NBO) charges, in e, turn out to be: 1.3395, -0.2292, -0.2213, -0.6314, -0.2369, -0.5212, 0.2357, -0.5325, -0.2299, -0.6466, 0.1830, 0.1864, 0.1988, 0.1748, 0.3771, 0.2233, 0.1774, 0.2426, 0.2114, 0.2414, 0.2162, 0.2128, 0.1770, 0.3822, -0.1857, -0.2122, -0.1958, -0.4274, 0.2907, -0.3225, 0.2928, -0.3179, -0.8344, 0.2598, -0.2914, -0.1855, -0.2709, -0.1773, -0.1504, -0.0990, -0.2022, -0.2016, -0.2248, -0.1585, -0.4535, 0.3945, 0.4056, 0.2129, 0.2188, 0.2190, 0.2185, 0.2160, 0.2167, 0.2181, 0.2168